No. 1
{"formula": "C9H17N2P", "method": "ωB97M-V/def2-TZVPD", "de_lowest_kj_mol": 167.0, "homo_ha": -0.262, "smiles": "CN(C)P1(N(C)C)=CC=CC=C1", "orbital_gap_ev": 8.0, "e_tot_ha": -803.8720, "species": ["C", "N", "C", "P", "N", "C", "C", "C", "C", "C", "C", "C", "H", "H", "H", "H", "H", "H", "H", "H", "H", "H", "H", "H", "H", "H", "H", "H", "H"], "positions_angstrom": [[-1.1387, 2.4142, 0.8606], [-1.3447, 0.9839, 0.5580], [-2.6378, 0.4776, 1.0192], [-0.0929, 0.1769, -0.1785], [-0.4578, -1.8285, 0.2629], [0.0598, -2.5908, -0.7873], [0.2543, -2.1682, 1.4900], [-0.0236, 0.4357, -1.8753], [1.2155, 0.9119, -2.4079], [2.3224, 1.1301, -1.6299], [2.4140, 1.0596, -0.2597], [1.3842, 0.7135, 0.5375], [-0.0959, 2.5688, 0.7912], [-1.6557, 3.0640, 0.1956], [-1.5864, 2.5349, 1.8749], [-2.5287, -0.6249, 1.0443], [-2.9303, 1.0533, 1.9336], [-3.5023, 0.7660, 0.3890], [-0.1028, -3.6697, -0.5410], [-0.3060, -2.4337, -1.7687], [1.1781, -2.4688, -0.9663], [-0.2321, -1.6870, 2.3646], [-0.0623, -3.2562, 1.7183], [1.2888, -1.8154, 1.6458], [-0.8238, 0.0361, -2.4972], [1.3349, 1.1497, -3.4645], [3.2966, 1.1865, -2.1529], [3.2364, 1.3523, 0.2701], [1.5368, 0.5283, 1.5736]], "forces_ev_per_angstrom": [[-1.025, -1.680, 0.929], [-0.799, 0.058, 0.511], [-0.088, 0.163, -0.377], [-0.781, -2.248, 0.603], [-0.087, 4.223, 0.663], [2.524, -1.964, -0.750], [-2.182, -0.445, 1.853], [1.532, 0.121, -0.396], [-1.685, -0.830, 0.620], [2.564, 0.329, -1.343], [-1.795, -0.370, -0.769], [-1.489, -1.141, -0.256], [0.995, 0.763, 0.354], [-0.518, 0.514, -0.784], [0.790, 0.384, -0.486], [-0.574, 0.653, 0.570], [0.618, -1.200, 0.027], [0.559, -0.335, -0.479], [0.142, 0.625, -0.261], [-1.118, 0.483, -0.761], [-0.726, -0.171, 0.490], [-0.184, 0.196, -0.506], [1.538, 1.296, -0.468], [0.145, -0.969, -0.794], [0.086, 0.530, 0.038], [-0.296, -0.465, 0.071], [-0.727, 0.685, 0.154], [2.656, 0.528, 0.753], [-0.077, 0.266, 0.794]]}

---

No. 2
{"formula": "C15H19FNO4PS", "method": "ωB97M-V/def2-TZVPD", "homo_ha": -0.315, "smiles": "O=S(=O)(F)[PH3]CCCc1ccccc1.O=[N+]([O-])c1ccccc1", "orbital_gap_ev": 7.9, "e_tot_ha": -1777.7243, "species": ["O", "S", "O", "F", "P", "C", "C", "C", "C", "C", "C", "C", "C", "C", "H", "H", "H", "H", "H", "H", "H", "H", "H", "H", "H", "H", "H", "H", "O", "N", "O", "C", "C", "C", "C", "C", "C", "H", "H", "H", "H", "H"], "positions_angstrom": [[1.1670, -2.8108, -1.0110], [0.5711, -1.6694, -1.8225], [1.6391, -0.6413, -2.0946], [-0.0375, -2.3926, -3.2410], [-1.0281, -0.8396, -0.5608], [-2.4066, -0.0797, 0.5578], [-2.6285, -0.9897, 1.8925], [-1.4290, -0.8601, 2.9574], [-0.7818, -2.3348, 3.1268], [-1.7326, -3.5256, 3.5288], [-1.2245, -4.9871, 3.6911], [0.3149, -5.2034, 3.4643], [1.2677, -4.0209, 3.0743], [0.7590, -2.5460, 2.8728], [-0.0233, -0.1035, 0.1627], [-1.4355, -2.1863, -0.2067], [-1.6902, -0.2503, -1.7096], [-3.3823, -0.2241, -0.0546], [-2.2280, 1.0247, 0.7933], [-2.7760, -2.0658, 1.4890], [-3.6270, -0.7359, 2.4211], [-0.6025, -0.1267, 2.6406], [-1.7954, -0.5291, 4.0046], [-2.8376, -3.2336, 3.6515], [-1.9529, -5.8277, 3.9523], [0.7193, -6.2702, 3.6046], [2.3860, -4.2039, 2.9246], [1.4617, -1.7033, 2.5600], [-0.0084, 3.0027, -0.7505], [-0.0429, 3.9878, -1.4765], [-0.9176, 4.8408, -1.4431], [1.0350, 4.1511, -2.4541], [2.0305, 3.1793, -2.5485], [3.0390, 3.3263, -3.4949], [3.0515, 4.4371, -4.3336], [2.0604, 5.4091, -4.2274], [1.0462, 5.2694, -3.2860], [2.0323, 2.3088, -1.9013], [3.8147, 2.5727, -3.5813], [3.8375, 4.5455, -5.0751], [2.0770, 6.2742, -4.8820], [0.2782, 6.0320, -3.2156]], "forces_ev_per_angstrom": [[-2.416, 2.661, -2.346], [6.716, -2.586, 0.652], [-3.306, -1.918, -0.405], [0.697, 1.252, 1.594], [-4.013, 1.996, 2.024], [-1.198, -1.024, 0.762], [-0.492, 0.767, -0.426], [0.367, -1.752, 0.360], [1.746, -2.111, 0.246], [3.178, -0.406, -0.705], [2.703, 3.905, -1.162], [-1.424, 2.902, -0.245], [-3.097, 0.780, 0.370], [-3.366, -3.966, 1.447], [0.168, -0.800, -0.932], [0.738, 0.641, -0.473], [0.952, -0.429, 0.362], [1.487, 0.570, 0.892], [-0.257, -1.472, -0.394], [0.501, 1.579, 0.948], [1.585, -0.207, -1.015], [-1.299, -1.086, 0.336], [0.444, -0.449, -1.841], [1.880, -0.742, -0.103], [1.361, 1.361, -0.414], [-0.518, 1.997, -0.332], [-1.896, 0.076, 0.242], [-1.191, -1.376, 0.539], [-0.078, 0.355, -0.273], [-0.419, 0.058, 0.298], [0.462, -0.482, 0.013], [0.674, 0.054, -0.587], [-0.021, -0.101, 0.099], [-0.146, 0.212, -0.026], [-0.036, -0.012, 0.042], [0.019, -0.227, 0.148], [-0.080, 0.105, -0.031], [-0.169, 0.145, -0.059], [-0.139, 0.059, 0.059], [-0.094, -0.010, 0.097], [-0.046, -0.090, 0.108], [0.026, -0.227, 0.134]]}

---

No. 3
{"formula": "H2NO2S3", "method": "ωB97M-V/def2-TZVPD", "de_lowest_kj_mol": 164.9, "charge": -1, "homo_ha": [-0.089, -0.116], "orbital_gap_ev": [5.3, 6.5], "e_tot_ha": -1400.9620, "species": ["N", "O", "O", "S", "S", "S", "H", "H"], "positions_angstrom": [[-1.3731, -1.0072, -0.8092], [2.4747, 0.9023, 1.2440], [0.9842, 2.8445, 0.7898], [-0.1053, 0.0729, -0.8390], [-1.0628, -2.6866, -0.6032], [1.7388, 1.6793, 0.2373], [-0.7102, 1.1917, -0.3298], [-1.9462, -2.9969, 0.3102]], "forces_ev_per_angstrom": [[-0.430, -0.632, 0.209], [-0.129, 0.532, -0.581], [0.863, -1.266, -0.751], [-0.024, 0.224, -0.227], [0.979, 1.163, -1.037], [-0.569, 0.612, 1.695], [-0.003, -0.597, -0.252], [-0.686, -0.036, 0.944]]}